No. 1
A 2-piece molecular cluster, C4H7NO overall. Source: the OMol25 dataset; level of theory: wB97M-V/def2-TZVPD.

Values from the calculation:
LUMO level = 0.0 eV
Net charge = 0
Kohn-Sham gap = 9.02 eV
Relative energy (zero: lowest compared OMol25 entry of this formula, charge and spin) = 6.584 eV
Energy = -7793.0600 eV

XYZ file:
```
13
C4H7NO (wB97M-V/def2-TZVPD)
N 2.353 0.844 0.337
C 1.510 -0.047 0.067
O 0.248 0.298 -0.324
C -0.684 -0.719 -0.451
C -1.027 -1.511 0.554
C -1.287 1.931 -0.888
H 3.245 0.410 0.567
H 1.650 -1.134 0.082
H -1.131 -0.723 -1.439
H -1.788 -2.267 0.404
H -0.589 -1.406 1.543
H -0.609 2.694 -0.454
H -1.890 1.629 0.002
```

No. 2
One molecule with the formula C4H7NO at a distorted geometry. Source: the OMol25 dataset; level of theory: wB97M-V/def2-TZVPD.

Values from the calculation:
LUMO level = 0.9 eV
Net charge = 0
Kohn-Sham gap = 11.66 eV
Relative energy (zero: lowest compared OMol25 entry of this formula, charge and spin) = 1.507 eV
Energy = -7798.1372 eV

XYZ file:
```
13
C4H7NO (wB97M-V/def2-TZVPD)
C -1.762 -0.883 0.500
C -0.507 -0.399 -0.197
O 0.094 0.606 0.609
C 1.173 1.245 -0.004
C 2.255 0.319 -0.417
N 3.073 -0.406 -0.792
H -2.487 -0.071 0.609
H -2.224 -1.688 -0.081
H -1.522 -1.269 1.495
H -0.743 0.014 -1.191
H 0.204 -1.225 -0.339
H 1.572 1.963 0.717
H 0.872 1.794 -0.910
```

No. 3
A 2-piece molecular cluster, C4H7NO overall at a distorted geometry. Source: the OMol25 dataset; level of theory: wB97M-V/def2-TZVPD.

Values from the calculation:
LUMO level = 0.9 eV
Net charge = 0
Kohn-Sham gap = 9.39 eV
Relative energy (zero: lowest compared OMol25 entry of this formula, charge and spin) = 6.079 eV
Energy = -7793.5655 eV

XYZ file:
```
13
C4H7NO (wB97M-V/def2-TZVPD)
N -0.857 0.553 0.231
C 0.574 0.482 0.340
C 1.403 1.434 -0.088
O -1.659 0.035 1.254
H -1.370 0.395 2.099
H -1.212 1.451 -0.092
H 0.909 -0.340 0.951
H 2.463 1.329 0.044
H 1.071 2.280 -0.661
C -0.198 -1.381 -1.294
C -0.413 -2.457 -0.730
H -0.889 -3.030 0.022
H 0.179 -0.753 -2.076
```

No. 4
One molecule with the formula C4H7NO at a distorted geometry. Source: the OMol25 dataset; level of theory: wB97M-V/def2-TZVPD.

Values from the calculation:
LUMO level = 0.0 eV
Net charge = 0
Kohn-Sham gap = 8.71 eV
Relative energy (zero: lowest compared OMol25 entry of this formula, charge and spin) = 3.370 eV
Energy = -7796.2749 eV

XYZ file:
```
13
C4H7NO (wB97M-V/def2-TZVPD)
C 1.673 0.118 0.612
C 0.469 -0.276 -0.205
C -2.076 -1.069 -0.226
N -1.845 0.245 -0.292
C -0.545 0.832 -0.390
O -0.351 2.020 -0.429
H 2.256 0.894 0.121
H 1.340 0.483 1.589
H 2.287 -0.773 0.770
H 0.725 -0.699 -1.186
H -0.059 -1.044 0.370
H -1.330 -1.586 -0.855
H -2.544 0.855 0.121
```

No. 5
One molecule with the formula C4H7NO at a distorted geometry. Source: the OMol25 dataset; level of theory: wB97M-V/def2-TZVPD.

Values from the calculation:
LUMO level (spin up / spin down) = 0.5 / 0.6 eV
Net charge = 0
Kohn-Sham gap (spin up / spin down) = 8.06 / 9.00 eV
Relative energy (zero: lowest compared OMol25 entry of this formula, charge and spin) = 6.124 eV
Energy = -7793.5201 eV

XYZ file:
```
13
C4H7NO (wB97M-V/def2-TZVPD)
O -0.717 1.030 2.144
N -1.432 0.354 1.165
C -0.565 0.244 0.110
C 0.793 0.670 -0.085
C 1.104 -0.406 -1.093
C -0.221 -1.076 -0.671
H -1.380 1.178 2.833
H -1.060 0.891 -0.661
H 1.436 1.317 0.500
H 1.191 -0.089 -2.141
H 1.984 -1.015 -0.850
H -0.937 -1.383 -1.436
H -0.062 -1.888 0.040
```

No. 6
One molecule with the formula C4H7NO. Source: the OMol25 dataset; level of theory: wB97M-V/def2-TZVPD.

Values from the calculation:
LUMO level = 1.0 eV
Net charge = 0
Kohn-Sham gap = 10.73 eV
Relative energy (zero: lowest compared OMol25 entry of this formula, charge and spin) = 1.374 eV
Energy = -7798.2701 eV

XYZ file:
```
13
C4H7NO (wB97M-V/def2-TZVPD)
C 0.645 -0.844 0.227
C -0.888 -0.938 0.151
O -1.560 0.326 0.210
C -0.967 1.330 -0.483
N 0.267 1.510 -0.664
C 1.157 0.598 0.045
H 1.004 -1.234 1.185
H 1.064 -1.485 -0.556
H -1.188 -1.416 -0.790
H -1.303 -1.521 0.977
H -1.704 2.034 -0.873
H 1.337 1.050 1.029
H 2.121 0.590 -0.470
```

No. 7
One molecule with the formula C4H7NO. Source: the OMol25 dataset; level of theory: wB97M-V/def2-TZVPD.

Values from the calculation:
LUMO level = 1.1 eV
Net charge = 0
Kohn-Sham gap = 10.61 eV
Relative energy (zero: lowest compared OMol25 entry of this formula, charge and spin) = 2.453 eV
Energy = -7797.1917 eV

XYZ file:
```
13
C4H7NO (wB97M-V/def2-TZVPD)
O -3.080 0.066 0.894
C -1.984 -0.425 0.778
C -0.726 0.375 0.503
N 0.294 -0.492 -0.061
C 0.942 -0.075 -1.289
C 1.674 -0.058 0.001
H -1.809 -1.516 0.889
H -0.391 0.776 1.471
H -0.986 1.232 -0.133
H 0.655 0.892 -1.704
H 1.126 -0.853 -2.025
H 2.392 -0.841 0.238
H 1.892 0.918 0.438
```

No. 8
One molecule with the formula C4H7NO at a distorted geometry. Source: the OMol25 dataset; level of theory: wB97M-V/def2-TZVPD.

Values from the calculation:
LUMO level = 1.2 eV
Net charge = 0
Kohn-Sham gap = 10.92 eV
Relative energy (zero: lowest compared OMol25 entry of this formula, charge and spin) = 3.333 eV
Energy = -7796.3117 eV

XYZ file:
```
13
C4H7NO (wB97M-V/def2-TZVPD)
C -1.757 -0.274 -0.088
N -1.228 1.011 0.422
C -0.506 0.281 -0.611
C 0.784 -0.444 -0.381
C 1.896 0.199 0.313
O 1.090 -0.784 0.960
H -1.586 -1.147 0.546
H -2.709 -0.190 -0.584
H -1.102 0.666 1.360
H -0.592 0.738 -1.594
H 0.992 -1.235 -1.106
H 2.922 -0.095 0.098
H 1.752 1.215 0.677
```

No. 9
One molecule with the formula C4H7NO at a distorted geometry. Source: the OMol25 dataset; level of theory: wB97M-V/def2-TZVPD.

Values from the calculation:
LUMO level = 1.1 eV
Net charge = 0
Kohn-Sham gap = 11.13 eV
Relative energy (zero: lowest compared OMol25 entry of this formula, charge and spin) = 2.399 eV
Energy = -7797.2456 eV

XYZ file:
```
13
C4H7NO (wB97M-V/def2-TZVPD)
C 0.431 0.169 1.662
C 0.315 0.313 0.145
C 0.149 -0.962 -0.586
O -0.289 -0.600 -1.870
C -1.105 0.659 -1.624
N -0.945 1.255 -0.526
H -0.114 1.023 2.043
H 1.455 0.209 2.072
H -0.035 -0.751 2.045
H 1.159 0.850 -0.297
H -0.504 -1.711 -0.100
H 1.204 -1.268 -0.440
H -1.720 0.812 -2.523
```

No. 10
A 2-piece molecular cluster, C4H7NO overall. Source: the OMol25 dataset; level of theory: wB97M-V/def2-TZVPD.

Values from the calculation:
LUMO level (spin up / spin down) = 0.9 / 0.9 eV
Net charge = 0
Kohn-Sham gap (spin up / spin down) = 9.36 / 9.36 eV
Relative energy (zero: lowest compared OMol25 entry of this formula, charge and spin) = 5.193 eV
Energy = -7794.4514 eV

XYZ file:
```
13
C4H7NO (wB97M-V/def2-TZVPD)
C 0.416 0.280 -1.096
C 1.634 1.097 -0.865
N 0.345 -0.955 -0.733
O -0.612 -1.749 -0.887
C -1.788 0.015 1.966
C -2.392 -1.015 1.956
H 1.186 -1.341 -0.260
H -0.445 0.709 -1.583
H -1.299 0.942 2.031
H 1.389 1.992 -0.289
H 2.388 0.530 -0.322
H 2.059 1.430 -1.816
H -2.882 -1.934 1.897
```

No. 11
C4H7NO as an isolated structure. Source: the OMol25 dataset; level of theory: wB97M-V/def2-TZVPD.

Values from the calculation:
LUMO level = 1.0 eV
Net charge = 0
Kohn-Sham gap = 8.65 eV
Relative energy (zero: lowest compared OMol25 entry of this formula, charge and spin) = 2.940 eV
Energy = -7796.7049 eV

XYZ file:
```
13
C4H7NO (wB97M-V/def2-TZVPD)
C 2.213 0.139 0.120
N 0.965 -0.469 -0.276
C -0.306 -0.159 0.065
C -1.468 -0.788 -0.166
C -2.114 0.526 0.145
O -0.768 1.066 0.476
H 2.011 1.043 0.700
H 2.799 0.423 -0.762
H 2.825 -0.536 0.736
H -1.775 -1.813 -0.265
H 0.892 -1.121 -1.040
H -2.458 1.119 -0.711
H -2.817 0.570 0.977
```

No. 12
One molecule with the formula C4H7NO at a distorted geometry. Source: the OMol25 dataset; level of theory: wB97M-V/def2-TZVPD.

Values from the calculation:
LUMO level = 1.0 eV
Net charge = 0
Kohn-Sham gap = 10.14 eV
Relative energy (zero: lowest compared OMol25 entry of this formula, charge and spin) = 5.694 eV
Energy = -7793.9502 eV

XYZ file:
```
13
C4H7NO (wB97M-V/def2-TZVPD)
C -3.054 0.189 -0.362
C -1.936 0.111 0.048
C 0.910 1.025 -0.358
C 1.260 -1.197 0.522
N 0.308 -0.325 -0.203
O -0.802 -0.145 0.681
H -3.985 0.336 -0.905
H 0.126 1.681 -0.507
H 1.450 1.187 0.530
H 1.473 1.207 -1.327
H 0.717 -2.165 0.472
H 2.215 -1.043 -0.100
H 1.317 -0.861 1.507
```

No. 13
One molecule with the formula C4H7NO at a distorted geometry. Source: the OMol25 dataset; level of theory: wB97M-V/def2-TZVPD.

Values from the calculation:
LUMO level = 0.9 eV
Net charge = 0
Kohn-Sham gap = 8.58 eV
Relative energy (zero: lowest compared OMol25 entry of this formula, charge and spin) = 3.652 eV
Energy = -7795.9920 eV

XYZ file:
```
13
C4H7NO (wB97M-V/def2-TZVPD)
C 0.708 -0.750 0.416
C -0.641 -1.079 -0.198
O -0.880 -0.355 -1.374
C -0.966 2.126 0.531
N 0.113 1.585 0.457
C 1.032 0.706 0.425
H 0.732 -1.122 1.444
H 1.508 -1.275 -0.108
H -0.710 -2.142 -0.412
H -1.468 -0.830 0.451
H -1.377 2.644 -0.324
H 2.042 1.038 0.589
H -0.092 -0.546 -1.898
```

No. 14
One molecule with the formula C4H7NO. Source: the OMol25 dataset; level of theory: wB97M-V/def2-TZVPD.

Values from the calculation:
LUMO level = 1.0 eV
Net charge = 0
Kohn-Sham gap = 8.98 eV
Relative energy (zero: lowest compared OMol25 entry of this formula, charge and spin) = 4.461 eV
Energy = -7795.1832 eV

XYZ file:
```
13
C4H7NO (wB97M-V/def2-TZVPD)
N 2.580 -0.255 0.048
C 1.212 0.146 0.087
C 1.449 -0.651 1.067
C -1.571 -0.468 -0.458
C -0.936 0.904 -0.344
O 0.463 0.891 -0.691
H 3.154 0.476 0.483
H 1.266 -1.527 1.660
H -1.177 -1.153 0.298
H -2.653 -0.388 -0.318
H -1.377 -0.896 -1.446
H -1.035 1.314 0.667
H -1.375 1.609 -1.053
```

No. 15
One molecule with the formula C4H7NO. Source: the OMol25 dataset; level of theory: wB97M-V/def2-TZVPD.

Values from the calculation:
LUMO level = 0.9 eV
Net charge = 0
Kohn-Sham gap = 10.25 eV
Relative energy (zero: lowest compared OMol25 entry of this formula, charge and spin) = 0.942 eV
Energy = -7798.7029 eV

XYZ file:
```
13
C4H7NO (wB97M-V/def2-TZVPD)
C -1.800 0.414 -0.096
N -0.387 0.161 -0.050
C 0.401 -1.064 -0.012
C 1.662 -0.172 0.090
C 0.680 1.011 0.048
O 0.750 2.216 0.086
H -2.284 0.220 0.870
H -1.942 1.466 -0.354
H -2.278 -0.207 -0.861
H 0.324 -1.666 -0.925
H 0.204 -1.696 0.862
H 2.221 -0.252 1.025
H 2.349 -0.219 -0.759
```

No. 16
C4H7NO as an isolated structure. Source: the OMol25 dataset; level of theory: wB97M-V/def2-TZVPD.

Values from the calculation:
LUMO level = 1.0 eV
Net charge = 0
Kohn-Sham gap = 10.53 eV
Relative energy (zero: lowest compared OMol25 entry of this formula, charge and spin) = 1.982 eV
Energy = -7797.6629 eV

XYZ file:
```
13
C4H7NO (wB97M-V/def2-TZVPD)
C -1.472 -1.377 1.214
N -1.062 -0.084 0.734
C 0.025 0.193 0.190
C 0.379 1.400 -0.620
C 1.562 0.532 -1.073
O 1.172 -0.517 -0.133
H -0.715 -2.169 1.169
H -2.339 -1.684 0.615
H -1.826 -1.264 2.244
H 0.639 2.307 -0.072
H -0.441 1.587 -1.313
H 1.518 0.149 -2.096
H 2.559 0.927 -0.859
```

No. 17
C4H7NO as an isolated structure. Source: the OMol25 dataset; level of theory: wB97M-V/def2-TZVPD.

Values from the calculation:
LUMO level = 0.3 eV
Net charge = 0
Kohn-Sham gap = 9.38 eV
Relative energy (zero: lowest compared OMol25 entry of this formula, charge and spin) = 6.115 eV
Energy = -7793.5297 eV

XYZ file:
```
13
C4H7NO (wB97M-V/def2-TZVPD)
C -0.962 0.085 0.985
C 0.083 -0.930 -0.460
C 0.426 -0.127 -1.611
N 1.344 -0.462 -0.483
C 0.736 0.635 0.660
O 0.699 1.795 0.282
H -1.125 -0.808 1.592
H -1.732 0.208 0.221
H -1.062 0.963 1.637
H -0.364 -1.875 -0.167
H 0.652 -0.607 -2.558
H 0.082 0.911 -1.639
H 1.223 0.210 1.541
```

No. 18
C4H7NO as an isolated structure. Source: the OMol25 dataset; level of theory: wB97M-V/def2-TZVPD.

Values from the calculation:
LUMO level = 0.9 eV
Net charge = 0
Kohn-Sham gap = 9.90 eV
Relative energy (zero: lowest compared OMol25 entry of this formula, charge and spin) = 5.188 eV
Energy = -7794.4562 eV

XYZ file:
```
13
C4H7NO (wB97M-V/def2-TZVPD)
C -0.183 -1.689 -0.372
N -0.370 -0.251 -0.529
C 1.085 0.691 -0.655
C 0.153 0.633 0.507
C -0.691 1.841 0.802
O -0.771 2.341 1.897
H -0.107 -2.149 -1.362
H -1.057 -2.104 0.140
H 0.723 -1.930 0.201
H 1.876 -0.058 -0.499
H -0.011 0.257 -1.456
H 0.450 0.092 1.407
H -1.213 2.261 -0.083
```

No. 19
One molecule with the formula C4H7NO at a distorted geometry. Source: the OMol25 dataset; level of theory: wB97M-V/def2-TZVPD.

Values from the calculation:
LUMO level = 0.9 eV
Net charge = 0
Kohn-Sham gap = 10.08 eV
Relative energy (zero: lowest compared OMol25 entry of this formula, charge and spin) = 2.905 eV
Energy = -7796.7397 eV

XYZ file:
```
13
C4H7NO (wB97M-V/def2-TZVPD)
C 2.173 0.009 0.123
C -0.088 -1.111 0.002
C -1.147 0.023 -0.022
C -0.033 1.064 -0.011
H 2.796 1.015 -0.043
H 2.810 -0.754 -0.385
H 2.043 -0.154 1.250
H -0.195 -1.854 -0.699
H -0.139 -1.515 1.131
H -0.189 2.033 -0.619
H 0.179 1.470 1.014
N 0.828 -0.070 -0.386
O -2.316 0.042 0.062
```